[1]
A 2-piece molecular cluster, C4H9NO2 overall. Source: OMol25; level of theory: wB97M-V/def2-TZVPD.

The geometry in ORCA input format:
```
! wB97M-V def2-TZVPD RIJCOSX def2/J DEFGRID3
* xyz 0 1
C 0.575 0.841 -1.097
C 1.982 -0.594 0.406
C 0.920 0.455 0.185
N -2.407 -1.134 -0.439
C 0.047 0.723 1.239
O -1.193 -0.541 -0.529
O -1.008 1.544 1.169
H -1.462 1.302 0.334
H -3.171 -0.559 -0.789
H -2.404 -2.038 -0.907
H 1.157 0.491 -1.941
H -0.078 1.687 -1.265
H 0.294 0.440 2.257
H 2.844 -0.421 -0.241
H 1.581 -1.584 0.178
H 2.323 -0.610 1.443
*
```

Results
* HOMO level (spin up / spin down): -9.091 / -7.031 eV
* largest force on an atom: 2.0 eV Å⁻¹
* E: -9874.143 eV
* Kohn-Sham gap (spin up / spin down): 9.248 / 6.730 eV

[2]
One molecule with the formula C4H9NO2. Source: OMol25; level of theory: wB97M-V/def2-TZVPD.

The geometry in ORCA input format:
```
! wB97M-V def2-TZVPD RIJCOSX def2/J DEFGRID3
* xyz 0 1
N 1.428 0.480 1.299
C 1.277 -0.825 0.942
O 1.833 -1.744 1.522
C 0.367 -1.080 -0.256
C -1.042 -0.491 -0.118
C -1.272 0.806 -0.903
O -0.327 1.821 -0.576
H 1.937 0.673 2.149
H 0.823 1.192 0.903
H 0.866 -0.711 -1.176
H 0.316 -2.165 -0.342
H -1.784 -1.212 -0.480
H -1.269 -0.325 0.942
H -1.250 0.598 -1.982
H -2.280 1.184 -0.678
H 0.377 1.800 -1.247
*
```

Results
* HOMO level: -9.543 eV
* largest force on an atom: 0.6 eV Å⁻¹
* SMILES: NC(=O)CCCO
* E: -9879.459 eV
* Kohn-Sham gap: 10.194 eV

[3]
One molecule with the formula C4H9NO2. Source: OMol25; level of theory: wB97M-V/def2-TZVPD.

The geometry in ORCA input format:
```
! wB97M-V def2-TZVPD RIJCOSX def2/J DEFGRID3
* xyz 0 1
C -0.975 -1.222 0.061
C -0.472 0.168 0.191
C -1.437 1.224 0.613
N 0.651 0.532 -0.241
O 1.460 -0.561 -0.618
C 2.784 -0.331 -0.433
O 3.094 0.012 0.886
H -0.353 -1.803 -0.564
H -1.138 -1.826 1.101
H -1.975 -1.306 -0.294
H -0.814 2.004 1.085
H -2.046 1.798 -0.059
H -2.156 0.831 1.353
H 3.301 0.465 -1.016
H 3.380 -1.309 -0.735
H 2.361 0.674 1.201
*
```

Results
* HOMO level: -9.658 eV
* largest force on an atom: 3.8 eV Å⁻¹
* SMILES: CC(C)=NOCO
* E: -9876.259 eV
* Kohn-Sham gap: 10.540 eV

[4]
One molecule with the formula C4H9NO2. Source: OMol25; level of theory: wB97M-V/def2-TZVPD.

The geometry in ORCA input format:
```
! wB97M-V def2-TZVPD RIJCOSX def2/J DEFGRID3
* xyz 0 1
C -2.011 -0.048 -0.374
C -0.510 0.200 -0.416
O -0.208 1.495 0.116
C 0.303 -0.822 0.390
C 1.830 -0.731 0.024
N 2.399 0.448 0.580
O 2.435 -1.613 -0.523
H -2.394 0.043 0.648
H -2.252 -1.044 -0.757
H -2.536 0.686 -1.000
H -0.162 0.145 -1.457
H -0.643 2.158 -0.435
H 0.058 -0.638 1.458
H 0.011 -1.844 0.171
H 1.773 0.306 1.381
H 1.906 1.259 0.193
*
```

Results
* HOMO level: -9.754 eV
* largest force on an atom: 1.9 eV Å⁻¹
* SMILES: C[C@@H](O)CC(N)=O
* E: -9878.343 eV
* Kohn-Sham gap: 10.331 eV